# 1
Here is a single C5H10FNO molecule from the OMol25 dataset. Energies are from wB97M-V/def2-TZVPD.

Properties
Multiplicity = 1
Strongest force on any atom = 0.082 hartree/bohr
Orbital gap = 10.9 eV
SMILES = CC(C)(C)NC(=O)F

Geometry (Å):
F: 3.20013 -1.07884 -0.09554
O: 2.51261 0.86907 -0.93788
N: 1.03347 -0.64811 0.21878
C: -0.54199 0.49118 -1.44506
C: -0.27862 -0.05048 0.05331
C: -0.49099 1.10466 0.98061
C: -1.27242 -1.20740 0.31547
C: 2.29413 -0.10534 -0.27780
H: -1.14432 -1.99000 -0.52130
H: -1.42767 1.19588 -1.40522
H: 0.34585 1.87131 0.85635
H: -1.41069 1.74342 0.98455
H: 0.35232 1.16120 -1.73915
H: -0.41619 0.92105 2.09993
H: 1.22857 -1.21460 1.10261
H: -1.13778 -1.71869 1.35448
H: -2.39704 -0.91823 0.46168
H: -0.44938 -0.42606 -2.00581

Cartesian forces (eV/Å) of the 3 atoms listed first:
0.5 0.4 0.4
-0.1 -0.9 1.1
3.6 0.1 0.6

Löwdin charges, unit e, in atom order:
1. F 0.097
2. O 0.126
3. N 0.093
4. C -0.019
5. C -0.643
6. C -0.096
7. C -0.078
8. C -0.489
9. H 0.098
10. H 0.100
11. H 0.101
12. H 0.088
13. H 0.090
14. H 0.092
15. H 0.171
16. H 0.096
17. H 0.109
18. H 0.065

# 2
Here is a molecular structure, C5F15InO15S5 from the OMol25 dataset. Energies are from wB97M-V/def2-TZVPD.

Properties
Total charge = -2
Multiplicity = 1
Strongest force on any atom = 0.049 hartree/bohr
Orbital gap = 4.6 eV

Geometry (Å):
In: -0.29979 0.10384 -0.79029
S: 0.66820 -2.93749 0.70538
S: 2.36666 -1.18913 -2.31551
S: 1.77997 2.11721 2.14613
S: -2.14496 1.54956 -3.20174
S: -2.62350 1.90548 1.99109
F: 3.24615 1.49629 4.24703
F: 1.32357 0.52681 4.22969
F: -1.77481 1.53919 4.49188
F: 3.39790 0.00853 -4.46260
F: 0.41780 -4.92435 2.43992
F: -2.02260 -0.27717 3.40611
F: 2.84054 1.31512 -2.84818
F: 4.63182 0.06259 -2.67186
F: -0.98053 -4.97418 0.74506
F: -3.78272 0.86977 4.13128
F: -1.32545 -3.64077 2.37027
F: -2.33875 1.64020 -5.84132
F: 2.97465 -0.10254 2.86136
F: -4.07307 0.72905 -4.78676
F: -2.20209 -0.33249 -5.05134
O: -0.68008 1.51221 -3.17482
O: -0.12456 -2.65920 -0.51145
O: 0.67000 -1.72467 1.50951
O: 3.07602 -2.43283 -2.39300
O: -2.28792 0.87879 0.97832
O: -2.75310 2.83477 -3.07208
O: 0.75673 1.35429 1.40755
O: -3.97377 2.39456 1.93721
O: -2.61386 0.53393 -2.24532
O: 2.98021 2.42962 1.41503
O: 1.04903 -1.07503 -2.91506
O: 2.23448 -0.77069 -0.90073
O: 1.23500 3.25452 2.83358
O: 1.94117 -3.54900 0.49141
O: -1.62479 2.91775 2.13492
C: -2.76492 0.85919 -4.85365
C: -0.35599 -4.19897 1.64637
C: 2.32854 0.89575 3.45033
C: 3.38757 0.13626 -3.13238
C: -2.55874 0.92325 3.59864

Cartesian forces (eV/Å) of the 3 atoms listed first:
0.9 -0.8 1.1
0.6 2.1 0.5
-0.3 -1.2 1.9

Löwdin charges, unit e, in atom order:
1. In 1.514
2. S 0.494
3. S 0.507
4. S 0.484
5. S 0.504
6. S 0.495
7. F 0.092
8. F 0.146
9. F 0.119
10. F 0.132
11. F 0.139
12. F 0.134
13. F 0.141
14. F 0.145
15. F 0.109
16. F 0.112
17. F 0.134
18. F 0.139
19. F 0.140
20. F 0.161
21. F 0.138
22. O -0.337
23. O -0.347
24. O -0.326
25. O -0.257
26. O -0.360
27. O -0.263
28. O -0.368
29. O -0.290
30. O -0.337
31. O -0.302
32. O -0.334
33. O -0.333
34. O -0.279
35. O -0.264
36. O -0.284
37. C -0.670
38. C -0.657
39. C -0.659
40. C -0.665
41. C -0.647

# 3
Here is 2 unconnected molecules or ions with the total composition C5H13N3O2 from the OMol25 dataset. Energies are from wB97M-V/def2-TZVPD.

Properties
Multiplicity = 1
Strongest force on any atom = 0.044 hartree/bohr
Orbital gap = 9.1 eV
SMILES = CCN=C(N)N.CC(=O)O

Geometry (Å):
O: 2.19204 2.67711 -0.06542
O: 1.16626 1.30710 1.35193
N: -1.38900 -0.96853 -0.64424
N: 0.03443 -0.60173 -2.35234
N: 0.65088 -2.14592 -0.72361
C: 1.29054 2.48073 0.70524
C: -1.67826 -1.45840 0.67538
C: 0.18093 3.38868 1.09696
C: -0.29128 -1.25440 -1.18988
C: -2.17312 -2.93004 0.79690
H: -0.78176 3.03065 0.73926
H: 1.63587 -1.95946 -0.78238
H: 0.19656 3.45094 2.18146
H: -3.06596 -3.00949 1.38064
H: 0.41943 -3.01788 -0.28883
H: -0.61638 0.12563 -2.58080
H: -0.83990 -1.41140 1.37764
H: 0.95980 -0.64576 -2.72787
H: -1.49827 -3.62316 1.30928
H: -2.34932 -3.46552 -0.13988
H: -2.54231 -0.90771 0.98838
H: 1.69191 0.52170 1.21407
H: 0.36184 4.33436 0.64876

Cartesian forces (eV/Å) of the 3 atoms listed first:
-0.2 0.5 0.0
-1.7 0.0 1.5
-0.8 -0.1 0.3

Löwdin charges, unit e, in atom order:
1. O 0.094
2. O 0.080
3. N 0.040
4. N 0.126
5. N 0.139
6. C -0.579
7. C -0.294
8. C 0.016
9. C -0.581
10. C -0.109
11. H 0.096
12. H 0.086
13. H 0.093
14. H 0.047
15. H 0.084
16. H 0.090
17. H 0.096
18. H 0.083
19. H 0.054
20. H 0.068
21. H 0.084
22. H 0.111
23. H 0.076

# 4
Here is 2 unconnected molecules or ions with the total composition CH3N2O4 from the OMol25 dataset. Energies are from wB97M-V/def2-TZVPD.

Properties
Total charge = -1
Multiplicity = 1
Strongest force on any atom = 0.081 hartree/bohr
Orbital gap (spin up / spin down) = 7.6 / 7.6 eV

Geometry (Å):
O: -1.07477 0.14152 -0.49807
O: 0.30378 -0.36852 1.60696
O: 0.61853 -1.02652 -1.49401
O: 0.64642 2.23023 -0.65675
N: 0.09805 0.06057 -1.00961
N: 0.89906 1.07141 -0.91244
C: -0.82391 -0.71382 1.25849
H: 1.88108 0.69078 -0.93120
H: -1.77911 -0.32597 1.66744
H: -0.76911 -1.75967 0.96918

Cartesian forces (eV/Å) of the 3 atoms listed first:
-0.3 0.1 -1.1
-0.2 1.2 0.8
-0.7 0.8 0.5

Löwdin charges, unit e, in atom order:
1. O -0.098
2. O -0.116
3. O -0.138
4. O -0.111
5. N -0.417
6. N -0.181
7. C -0.281
8. H 0.187
9. H 0.084
10. H 0.072